No. 1
ORCA calculation (wB97M-V/def2-TZVPD) on 2 unconnected molecules or ions with the total composition C9H14 in a non-equilibrium geometry.

As for the HOMO energy: -8.9 eV. The frontier orbital gap comes out at 9.866 eV. The LUMO energy is 0.993 eV. As for the structure (SMILES): Cc1ccccc1.CC.

Atoms and positions in Å:
C  1.34956  -1.90060  -1.84721
C  0.67341  -0.58034  -1.43584
C  1.33108  0.45694  -0.79626
C  0.62335  1.64145  -0.54086
C  -0.74199  1.76569  -0.77446
C  -1.35433  0.60111  -1.36399
C  -0.76276  -0.49633  -1.78048
H  2.48393  -1.99729  -1.46414
H  1.49532  -1.83360  -2.93898
H  0.91428  -2.78717  -1.69556
H  2.30026  0.30199  -0.34852
H  1.16385  2.36102  -0.01936
H  -1.34421  2.60381  -0.34532
H  -2.43182  0.57661  -1.25794
H  -1.30375  -1.34677  -2.35823
C  -1.09573  -0.72950  2.92337
C  -0.07614  -0.06329  3.91956
H  -2.03271  -0.45587  2.87517
H  -0.67771  -0.38966  1.91721
H  -1.00690  -1.85123  3.09386
H  -0.47120  0.86620  4.36332
H  0.91897  0.30807  3.59968
H  0.31302  -0.52690  4.75581

Here are the Löwdin charges for atoms 1 to 8, given in e: -0.062, -0.239, -0.067, -0.103, -0.065, -0.152, -0.065, 0.122

***

No. 2
ORCA calculation (wB97M-V/def2-TZVPD) on a single C2H3NOS molecule in a non-equilibrium geometry.

As for the HOMO energy: -10.4 eV. The frontier orbital gap comes out at 10.554 eV. The LUMO energy is 0.184 eV. As for the structure (SMILES): N#C[C@H](O)S.

Atoms and positions in Å:
N  -2.27806  0.83428  0.17772
C  -1.16049  0.57107  0.16091
C  0.22037  0.19346  0.00051
O  0.28004  -0.83801  -1.34388
S  0.68215  -0.68583  1.52208
H  0.80364  1.12087  -0.34907
H  -0.59350  -0.94979  -1.55221
H  2.04586  -0.24603  1.38394

Atomic charges from the Löwdin analysis, expressed in e, are listed below: 0.177, -0.326, -0.583, -0.102, 0.768, 0.142, -0.016, -0.061

***

No. 3
ORCA calculation (wB97M-V/def2-TZVPD) on 4 unconnected molecules or ions with the total composition C2H12O4 in a non-equilibrium geometry.

As for the HOMO energy: -10.5 eV. The frontier orbital gap comes out at 11.225 eV. The LUMO energy is 0.731 eV. As for the structure (SMILES): CCO.O.O.O.

Atoms and positions in Å:
C  1.62781  0.84103  -2.21639
C  0.73015  1.67284  -1.32834
O  0.22874  0.95629  -0.22909
H  2.49337  0.44062  -1.73152
H  1.86532  1.38242  -3.13779
H  0.97776  0.06462  -2.56338
H  1.20833  2.58672  -0.95890
H  -0.07543  2.03469  -1.94472
H  0.95344  0.37223  -0.01993
O  -1.97276  0.58734  1.13455
H  -1.18628  0.87259  0.62864
H  -2.71589  1.02592  0.76303
O  -1.64350  -2.14281  1.72852
H  -1.57984  -2.14135  2.67192
H  -1.71825  -1.17853  1.49973
O  1.27533  -1.49500  0.39121
H  2.07116  -1.91269  0.72053
H  0.57362  -1.97211  0.77923

Here are the Löwdin charges for atoms 1 to 8, given in e: -0.075, -0.308, -0.094, 0.069, 0.083, 0.075, 0.113, 0.109

***

No. 4
ORCA calculation (wB97M-V/def2-TZVPD) on 11 unconnected molecules or ions with the total composition C27H76N4O11 in a non-equilibrium geometry.

As for the HOMO energy: -8.7 eV. The frontier orbital gap comes out at 8.589 eV. The LUMO energy is -0.155 eV. As for the structure (SMILES): NC(N)=O.NC(N)=O.CC(C)O.CC(C)O.CC(C)O.CC(C)O.CC(C)O.CC(C)O.CC(C)O.CC(C)O.CO.

Atoms and positions in Å:
N  2.49051  -1.39562  3.56466
C  1.38353  -1.44285  4.26459
N  0.49271  -2.14584  3.69610
O  1.22164  -0.68753  5.36390
H  3.22212  -0.89152  4.15926
H  2.69523  -2.17321  2.94377
H  -0.37110  -2.29722  4.17429
H  0.46070  -2.43054  2.69696
N  2.18663  -5.42663  0.25773
C  2.04972  -4.66414  1.31895
N  1.07627  -5.09210  2.03412
O  2.79649  -3.50667  1.59476
H  2.96232  -5.24704  -0.40472
H  1.61894  -6.31161  0.08700
H  0.68207  -4.41267  2.75211
H  0.75389  -6.04311  2.28921
C  -2.95222  -2.89246  0.93378
C  -1.63354  -2.15728  1.03827
C  -1.77381  -0.97899  1.96829
O  -0.56684  -2.75673  1.28844
H  -2.71679  -3.88361  0.41416
H  -3.81225  -2.31581  0.50082
H  -3.23693  -3.09461  1.99430
H  -1.45259  -1.72342  0.01331
H  -2.47264  -0.26641  1.54505
H  -0.96528  -0.43605  2.14299
H  -1.99403  -1.29896  2.93526
H  -0.25446  -3.44129  0.65771
C  0.37211  3.65647  -3.74281
C  -0.97918  3.95136  -3.10008
C  -0.98527  3.66601  -1.65475
O  -1.27774  5.17727  -3.07477
H  0.59116  2.60025  -3.86045
H  1.22419  4.12203  -3.25532
H  0.37502  3.94605  -4.72783
H  -1.71810  3.27288  -3.63429
H  -0.20866  4.24429  -1.09690
H  -0.77413  2.62909  -1.54435
H  -2.07326  3.72774  -1.34697
H  -1.70615  5.43865  -3.85047
C  -0.79114  0.06913  -3.85483
C  0.41767  0.19442  -4.88007
C  1.72907  0.10345  -3.98521
O  0.50708  -0.71508  -5.75633
H  -0.69817  -0.87534  -3.40750
H  -1.83530  0.04053  -4.30240
H  -0.79478  0.82273  -3.10782
H  0.22745  1.12978  -5.38864
H  1.96155  -0.85249  -3.46445
H  1.79447  0.93243  -3.34311
H  2.57191  0.14816  -4.65305
H  -0.35017  -1.10419  -5.89600
C  0.62099  0.30310  -0.58455
C  1.66754  -0.34065  0.36418
C  2.99111  -0.51484  -0.30624
O  1.85670  0.30495  1.43176
H  -0.29937  0.49437  -0.03153
H  0.49038  -0.32054  -1.44763
H  0.98220  1.24696  -0.96309
H  1.32125  -1.26877  0.61504
H  3.88255  -0.50334  0.25135
H  3.12721  0.19321  -1.06131
H  3.01137  -1.48948  -0.77594
H  1.96031  -0.29088  2.21988
C  -3.86433  -1.18456  -2.53580
C  -4.43716  -0.14096  -1.60792
C  -3.28973  0.81203  -1.29526
O  -5.21388  0.61106  -2.18425
H  -4.60436  -2.02095  -2.76867
H  -3.21184  -1.74289  -1.86343
H  -3.44707  -0.82327  -3.43930
H  -5.03769  -0.52843  -0.75368
H  -2.74463  1.15720  -2.20178
H  -2.50279  0.42726  -0.56259
H  -3.63527  1.78073  -0.87392
H  -6.14165  0.38275  -2.05019
C  -0.24992  2.85397  1.69230
C  -1.43160  3.50555  2.38021
C  -2.60993  2.55543  2.08457
O  -1.43611  3.76452  3.62064
H  -0.42873  2.66069  0.63609
H  -0.24565  1.86690  2.16936
H  0.66481  3.39911  1.75426
H  -1.61506  4.52231  1.88697
H  -3.58822  3.05828  1.90431
H  -2.86940  1.81173  2.85735
H  -2.57751  2.03393  1.10656
H  -0.50309  3.67586  3.97986
C  -0.13820  -3.13359  -2.05612
C  0.24920  -3.83655  -3.40376
C  1.14942  -5.02778  -3.20921
O  -0.74727  -4.24665  -4.10971
H  0.56634  -2.41772  -1.64100
H  -0.28082  -3.95751  -1.27493
H  -1.15370  -2.61425  -2.16992
H  0.69344  -3.15064  -4.07497
H  1.27612  -5.57080  -4.19403
H  0.79601  -5.69861  -2.40343
H  2.12436  -4.72553  -2.81894
H  -0.90341  -3.43734  -4.59864
C  2.06658  2.30449  6.58208
C  1.98672  2.98966  5.26817
C  1.92522  1.93736  4.13804
O  1.04652  3.77831  5.13453
H  2.14138  2.98590  7.44667
H  2.88512  1.60954  6.57498
H  0.99253  1.93025  6.70387
H  2.90944  3.50953  5.03754
H  2.16962  2.25025  3.13986
H  1.01073  1.33399  4.07918
H  2.70738  1.18529  4.31635
H  1.34881  4.69071  5.21552
C  2.79531  3.35043  -0.30930
O  3.50579  2.46243  0.56999
H  1.91982  3.71765  0.17805
H  2.54041  2.72357  -1.21804
H  3.48573  4.15811  -0.64154
H  2.87007  1.73547  0.79450

Here are the Löwdin charges for atoms 1 to 8, given in e: 0.145, -0.667, 0.182, -0.082, 0.171, 0.070, 0.120, 0.079

***

No. 5
ORCA calculation (wB97M-V/def2-TZVPD) on 2 unconnected molecules or ions with the total composition C12H10N5O5 in a non-equilibrium geometry.

As for the HOMO energy: -3.7 eV. The frontier orbital gap comes out at 5.191 eV. The LUMO energy is 1.486 eV. The net charge is -1.

Atoms and positions in Å:
C  0.89536  -0.93190  1.96180
N  1.90846  -0.10910  1.55478
O  3.11289  -0.50748  1.64584
O  1.64641  1.03399  1.06945
C  -0.46303  -0.67360  1.61696
C  -0.92390  0.60534  1.22192
C  -2.29024  0.86114  1.10762
C  -3.21967  -0.17654  1.28962
C  -2.76857  -1.48475  1.55102
C  -1.41020  -1.73471  1.69687
H  1.18322  -1.89041  2.38551
H  -0.17329  1.36284  1.01676
H  -2.61419  1.87550  0.86104
H  -4.28689  0.02840  1.20473
H  -3.48008  -2.30917  1.63341
H  -1.00909  -2.73679  1.87249
C  -0.19359  -0.11150  7.91213
O  1.10208  -0.75850  8.04738
C  1.82535  -0.69021  6.92650
N  3.09504  -1.12219  6.99310
C  3.83768  -0.76906  5.95198
N  5.21820  -0.72198  5.87756
O  5.49993  0.03127  4.77155
N  4.22983  0.48448  4.10774
O  4.31627  1.29112  3.21727
C  3.23414  -0.14267  4.79803
C  1.85858  0.09816  4.76205
N  1.18380  -0.16827  5.87560
H  -0.76216  -0.44750  8.77568
H  -0.06165  0.97767  7.92260
H  -0.66097  -0.40279  6.96526
H  1.37625  0.50710  3.87663

Here are the Löwdin charges for atoms 1 to 8, given in e: -0.100, -0.438, -0.092, -0.088, -0.218, -0.046, -0.108, -0.139

***

No. 6
ORCA calculation (wB97M-V/def2-TZVPD) on a molecular structure, C22H23ClN2OPSTi in a non-equilibrium geometry.

As for the HOMO energy (alpha / beta): -17.5 / -17.5 eV. The frontier orbital gap (alpha / beta) comes out at 4.490 / 4.499 eV. The LUMO energy (alpha / beta) is -13.017 / -13.009 eV. The net charge is +3.

Atoms and positions in Å:
Ti  -0.67587  -0.52706  0.00949
Cl  0.78168  -2.21496  0.18214
C  0.29266  1.08815  0.09809
O  0.96368  2.04855  0.30419
P  0.03938  0.13035  -2.34538
C  -1.50571  -0.23082  -3.23466
C  0.51196  1.74730  -3.05667
C  1.30706  -1.00083  -3.04000
C  1.72619  1.94970  -3.73414
C  2.03740  3.21242  -4.25185
C  1.15627  4.28623  -4.08199
C  -0.05018  4.08587  -3.39504
C  -0.37530  2.82500  -2.88868
H  2.42802  1.12332  -3.86432
H  2.97882  3.35312  -4.78598
H  1.40748  5.27379  -4.48136
H  -0.73655  4.92127  -3.24766
H  -1.32253  2.68196  -2.36166
C  -2.44344  -1.04368  -2.58946
C  -3.62648  -1.37008  -3.26368
C  -3.87765  -0.87190  -4.54432
C  -2.94108  -0.03965  -5.17077
C  -1.75218  0.28937  -4.51932
H  -2.25661  -1.45267  -1.57039
H  -4.35898  -2.02088  -2.78465
H  -4.80473  -1.13123  -5.06034
H  -3.12807  0.35677  -6.16747
H  -1.02486  0.95203  -4.99657
C  1.07816  -1.73640  -4.20938
C  2.06930  -2.59046  -4.69849
C  3.26821  -2.76141  -3.99768
C  3.47730  -2.05084  -2.80920
C  2.52323  -1.14450  -2.35309
H  0.12950  -1.64012  -4.73866
H  1.89955  -3.12997  -5.63025
H  4.03864  -3.43968  -4.37651
H  4.39158  -2.20366  -2.23430
H  2.71413  -0.57543  -1.44078
H  -2.75727  -3.55884  -0.18303
H  -2.01617  -3.62076  -0.31287
S  -1.08552  -0.23013  2.32961
C  0.18116  0.53669  3.27181
N  1.48145  0.20362  3.41752
C  2.12962  0.96622  4.48513
C  1.07090  2.00410  4.84536
N  -0.07785  1.58329  4.06648
H  1.87114  -0.63997  3.02434
H  3.04408  1.43917  4.10892
H  2.37961  0.32376  5.34852
H  1.37277  3.01880  4.55741
H  0.84264  1.98668  5.91464
H  -0.99193  2.00562  4.09823

Here are the Löwdin charges for atoms 1 to 8, given in e: 0.427, 0.303, -0.245, 0.208, 1.090, -0.365, -0.367, -0.375